The following is a quantum chemistry calculation of a structure of composition C45H43N5O2PS4Sn at a distorted geometry, from OMol25.

Last column: Löwdin charge in e.
Positions of all 101 atoms, in Å:
Sn 1.5496 -3.2126 0.5046  0.746
C -8.3363 5.4438 -6.1720  -0.089
O -8.2005 5.5534 -4.7557  -0.077
C -7.2424 4.7166 -4.2485  -0.255
C -6.7156 5.0207 -2.9847  -0.007
C -5.9125 4.1283 -2.3224  -0.037
C -5.5161 2.9400 -2.9562  -0.148
C -6.0139 2.6275 -4.2563  -0.008
C -6.8899 3.4825 -4.8857  0.002
C -4.5401 1.9734 -2.4798  -0.250
N -4.2825 0.8093 -3.0802  0.177
C -3.2691 0.2631 -2.3458  -0.175
C -2.7900 1.1853 -1.3484  -0.116
N -3.6850 2.2330 -1.4237  0.178
C -1.5974 1.0032 -0.6280  -0.075
C -1.1091 1.8050 0.4066  -0.023
C 0.1894 1.7808 0.7612  -0.022
C 0.9777 0.7344 0.1961  -0.360
N 0.4746 -0.2722 -0.5177  0.136
C -0.8090 -0.2110 -0.9246  -0.108
C -1.3530 -1.2057 -1.8414  -0.152
N -0.7919 -2.3785 -1.9535  0.076
C -1.3504 -3.3318 -2.6497  -0.130
C -2.5753 -3.1785 -3.3658  -0.010
C -3.1500 -1.8909 -3.4216  0.007
C -2.5711 -0.9208 -2.6293  -0.085
H -9.0162 6.2900 -6.4515  0.111
H -8.8465 4.4595 -6.4326  0.107
H -7.4477 5.4629 -6.7451  0.077
H -6.8853 6.0331 -2.5864  0.130
H -5.7891 4.2546 -1.2855  0.098
H -5.7640 1.6325 -4.6497  0.116
H -7.2753 3.3773 -5.8928  0.093
H -3.6568 3.1169 -0.9491  0.152
H -1.7473 2.5541 0.9310  0.137
H 0.6617 2.6457 1.2463  0.113
H 2.7490 -0.0676 -0.2418  0.110
H -0.7009 -4.1685 -2.7673  0.097
H -3.0567 -4.0651 -3.7361  0.096
H -4.0282 -1.6912 -4.0109  0.116
S 3.5120 -2.5241 4.4679  0.493
C 2.7771 -2.7168 3.0162  -1.799
S 3.6962 -3.5835 1.7609  0.330
S 1.2491 -1.8782 2.6678  0.340
C -0.5393 -7.6538 -0.4552  -0.111
C -1.4396 -7.5039 0.7542  -0.314
C -0.8280 -7.0180 2.0530  -0.348
S -0.7629 -5.2249 2.0895  1.054
O 0.5697 -4.9942 1.1756  -0.794
C -0.3014 -4.9421 3.8635  -0.336
C -1.5293 -5.1185 4.7184  -0.290
C -1.2730 -4.7018 6.2042  -0.074
H -1.1205 -7.5810 -1.3265  0.052
H -0.0326 -8.6650 -0.4030  0.102
H 0.2519 -6.8849 -0.5221  0.067
H -1.8271 -8.5898 0.9231  0.143
H -2.3611 -6.9975 0.4711  0.100
H 0.2346 -7.3425 2.0817  0.122
H -1.2693 -7.3709 2.9855  0.090
H 0.1106 -3.9684 3.9232  0.024
H 0.3936 -5.6585 4.1942  0.097
H -1.8622 -6.1566 4.6575  0.091
H -2.3612 -4.5423 4.2841  0.109
H -0.2539 -4.6043 6.4212  0.046
H -1.7904 -5.3138 6.9825  0.089
H -1.6133 -3.6588 6.3928  0.084
N 2.3764 0.7061 0.3247  -0.028
P 3.5071 1.8322 0.7494  1.027
C 3.9053 1.7950 2.4669  -0.280
C 2.9852 1.4159 3.4293  -0.092
C 3.3309 1.3534 4.7448  -0.058
C 4.5618 1.8778 5.1783  -0.039
C 5.4835 2.2297 4.2340  -0.090
C 5.2388 2.1763 2.8878  -0.042
C 3.1389 3.4997 0.2080  -0.310
C 3.1793 4.6560 1.0062  -0.067
C 3.0721 5.8977 0.4396  -0.079
C 2.7898 6.0885 -0.8996  -0.041
C 2.7350 4.9486 -1.7415  -0.023
C 2.9227 3.6530 -1.1689  -0.071
C 4.9304 1.3328 -0.2111  -0.308
C 5.7649 2.2591 -0.8651  -0.076
C 6.8089 1.8253 -1.6357  -0.073
C 7.1786 0.4874 -1.6457  -0.038
C 6.3867 -0.4448 -0.9226  -0.018
C 5.2686 0.0066 -0.1896  -0.071
H 1.9743 1.0903 3.0916  0.097
H 2.7082 0.9134 5.4905  0.108
H 4.8913 1.7956 6.1937  0.113
H 6.4933 2.5503 4.5639  0.129
H 6.0415 2.1732 2.1825  0.103
H 3.3574 4.6027 2.0582  0.106
H 3.1758 6.7104 1.1644  0.121
H 2.5949 7.0436 -1.3657  0.112
H 2.6816 5.1250 -2.7816  0.094
H 2.9499 2.7414 -1.7641  0.116
H 5.5270 3.3401 -0.7639  0.123
H 7.4125 2.6018 -2.1442  0.126
H 7.9856 0.1088 -2.2299  0.104
H 6.6750 -1.4834 -0.9947  0.110
H 4.6503 -0.6479 0.4230  0.098

Forces on the atoms, in the same order (eV/Å):
-0.043 0.520 -1.118
-3.264 -0.375 0.035
1.520 -0.289 -0.510
0.097 -1.071 0.390
-0.575 1.162 -0.843
-0.062 -1.419 -1.098
-0.624 -0.220 -1.374
-0.063 -0.049 0.869
-0.254 1.854 0.323
0.500 -0.399 0.334
-0.313 0.743 1.455
1.346 2.809 0.686
-1.606 -1.368 -1.417
-0.253 -0.430 -0.731
0.672 -2.516 0.351
-1.541 1.574 0.197
2.161 -0.574 -0.461
-1.062 0.235 -0.077
0.249 0.604 0.573
-0.614 2.434 -0.288
-2.571 1.011 -0.971
1.388 -0.443 0.495
-0.946 0.657 -1.125
0.540 1.128 0.751
1.014 -2.559 0.027
1.415 -0.174 1.963
0.694 -0.862 0.077
0.307 1.261 0.264
1.298 0.351 -0.189
-0.350 -0.746 0.047
0.843 0.430 1.142
0.025 0.758 -0.086
0.183 -0.754 0.243
0.104 0.013 0.098
0.354 -0.448 -0.897
-0.314 -0.704 0.370
-0.132 0.411 0.397
-0.181 -1.099 0.068
-0.042 -0.005 -0.612
-0.247 0.101 0.126
-0.328 -0.011 0.223
1.144 0.575 0.529
-0.944 0.296 0.318
0.413 -0.741 -0.442
2.146 -0.509 1.093
-1.580 -2.756 0.202
1.156 -0.215 -0.192
2.544 0.525 -0.539
-2.360 -0.752 1.966
-1.133 -0.504 -0.794
-1.050 0.282 0.589
-2.084 0.804 -0.118
-0.697 -0.162 -1.279
-0.445 1.186 -0.300
-0.386 -0.296 0.121
0.512 1.782 0.136
0.050 0.494 0.283
-0.447 0.331 0.091
-0.435 0.069 -0.247
0.394 1.042 -0.125
1.354 -0.918 -0.080
0.077 -0.041 0.213
0.143 -0.002 0.315
1.719 -0.493 0.331
0.505 0.210 -0.889
-0.131 -0.602 -0.367
0.187 -0.545 -0.574
0.343 0.249 -0.219
1.880 0.718 0.728
-1.617 -0.492 -1.408
1.171 0.776 1.586
-1.079 -1.290 -0.567
2.155 1.100 0.088
-2.288 -1.211 -0.703
-0.592 0.680 -0.403
0.399 -1.323 -0.398
-0.399 1.158 0.870
-0.057 -1.574 -1.012
0.676 -0.558 2.379
-0.140 1.038 -0.455
0.670 1.092 0.141
-1.495 0.869 0.496
1.431 0.864 -0.191
-1.901 -0.895 0.824
0.238 1.125 -0.352
0.719 -1.296 -0.414
0.856 0.109 0.422
-0.655 -0.156 0.149
-0.229 0.173 0.490
-0.709 -0.362 -0.241
0.328 0.603 -0.408
0.114 -0.236 0.527
-0.165 0.100 -0.622
0.254 0.204 0.294
-0.385 -0.266 -0.972
-0.137 0.373 -0.287
0.306 -0.898 -0.325
-0.347 -0.735 0.211
0.531 0.012 -0.280
-0.216 -0.103 0.339
0.364 -0.448 -0.229

Output
- Molecular weight: 963.83 g/mol
- Energy above the lowest of the compared OMol25 structures with the same formula, charge and spin: 33.2 kcal per mole
- Charge: +1
- LUMO level: -2.40 eV